C15H26ClO2P2PtS | wB97M-V/def2-TZVPD

## Properties
Lowest unoccupied orbital energy (alpha / beta) ... -9.857 / -14.446 eV
Relative energy (zero: lowest compared OMol25 entry of this formula, charge and spin) ... 0.0 kcal per mole
Net charge ... +3
HOMO level (alpha / beta) ... -0.6402 / -0.6730 hartree
2S+1 ... 5
⟨S²⟩ ... 6.028
HOMO-LUMO gap (alpha / beta) ... 7.56 / 3.87 eV

Each line ends with the Löwdin charge.
CARTESIAN COORDINATES (ANGSTROEM)
C 3.22 -0.19 -5.50  -0.05
C 2.57 -0.26 -4.16  -0.77
H 3.33 -1.22 -5.86  0.11
H 4.22 0.27 -5.40  0.11
H 2.60 0.39 -6.18  0.10
O 2.36 -1.26 -3.50  0.02
Cl 2.07 1.35 -3.54  0.67
Pt -0.14 0.17 -0.06  0.78
P 2.01 0.01 0.78  0.68
C 2.19 -1.45 1.84  -0.19
C 3.19 -0.16 -0.56  -0.22
H 4.21 -0.24 -0.16  0.10
H 3.55 1.38 1.97  0.09
H 3.12 0.71 -1.23  0.01
H 2.32 2.37 1.12  0.07
H 2.07 -2.36 1.24  0.07
H 2.95 -1.04 -1.18  0.05
C 2.48 1.47 1.73  -0.23
H 3.19 -1.44 2.30  0.09
H 1.89 1.54 2.65  0.03
H 1.43 -1.42 2.63  0.06
P -1.91 0.36 -1.52  0.66
C -3.10 -1.00 -1.34  -0.21
C -2.80 1.92 -1.30  -0.22
H -0.46 1.00 -3.34  -0.01
H -2.08 0.53 -3.93  0.09
H -0.89 -0.71 -3.42  0.07
C -1.28 0.29 -3.22  -0.23
H -2.13 2.76 -1.51  0.08
H -3.65 1.94 -2.00  0.09
H -3.99 -0.80 -1.95  0.09
H -3.40 -1.09 -0.29  0.05
H -3.17 1.99 -0.27  0.04
H -2.64 -1.95 -1.66  0.07
C -0.37 -1.68 0.00  -0.35
O -0.56 -2.83 0.12  0.19
S -0.86 1.84 1.61  0.87
C -1.48 0.87 2.90  -0.58
C -2.62 0.05 2.73  -0.06
C -2.97 -0.85 3.73  0.02
C -2.25 -0.88 4.93  0.07
C -1.19 0.01 5.15  0.03
C -0.82 0.91 4.15  -0.04
H -3.19 0.14 1.81  0.11
H -3.82 -1.51 3.59  0.15
H -2.54 -1.58 5.71  0.16
H -0.66 0.01 6.10  0.15
H -0.02 1.64 4.32  0.13